(1)
DFT (ωB97M-V/def2-TZVPD) results for 2 unconnected molecules or ions with the total composition C13H17N3O4 in a non-equilibrium geometry.

Summary:
HOMO level ... -8.712 eV
Energy above the lowest of the compared OMol25 structures with the same formula, charge and spin ... 816.6 kJ/mol
Molecular weight ... 279.296 g/mol
LUMO level ... -0.7 eV

```
! wB97M-V def2-TZVPD RIJCOSX def2/J DEFGRID3
* xyz 0 1
C 0.30 -0.19 0.65
C 1.16 0.44 -0.51
C 0.25 -1.74 0.63
C 0.15 -2.37 1.99
C -0.99 -3.19 2.15
C 1.02 -2.19 3.18
C -1.50 -3.48 3.44
C 0.59 -2.49 4.51
C -0.71 -3.30 4.60
C 0.88 2.39 -1.92
C -0.03 3.71 -1.74
C 1.09 1.81 -3.26
C -0.45 1.57 -3.68
H -1.76 0.21 0.14
H -1.39 0.04 1.73
H 0.86 0.24 1.41
H 1.19 -1.80 0.11
H -0.73 -2.09 0.06
H -1.60 -3.19 1.28
H 2.05 -1.65 3.18
H -2.38 -4.10 3.49
H 1.13 -2.40 5.51
H -1.20 -3.58 5.63
H -0.07 1.64 -0.05
H 1.88 2.85 -1.55
H 1.83 0.97 -3.26
H 1.42 2.64 -3.91
H -2.00 0.39 -4.30
H -0.04 0.16 -5.30
H -0.08 5.46 -2.20
N -1.03 0.39 0.83
N 0.42 1.35 -1.05
N -0.97 0.31 -4.10
O 2.21 -0.07 -0.93
O -0.46 4.20 -0.66
O -1.25 2.56 -3.28
O 0.19 4.50 -2.78
*
```

Need the Löwdin charges? In units of e they are: -0.292 -0.473 -0.098 -0.211 -0.066 -0.049 -0.113 -0.072 -0.083 -0.258 -0.502 -0.062 -0.394 0.102 0.101 0.125 0.099 0.152 0.077 0.128 0.090 0.109 0.115 0.192 0.194 0.131 0.123 0.087 0.306 0.264 0.035 0.091 0.082 0.044 0.036 -0.039 0.030

---

(2)
DFT (ωB97M-V/def2-TZVPD) results for C13H17N5O3S in the gas phase in a non-equilibrium geometry.

Summary:
SMILES string ... COc1ccc(CNC(=O)CSc2nnnn2C)cc1OC
HOMO level ... -8.018 eV
Energy above the lowest of the compared OMol25 structures with the same formula, charge and spin ... 179.9 kJ/mol
Molecular weight ... 323.378 g/mol
LUMO level ... 0.6 eV

```
! wB97M-V def2-TZVPD RIJCOSX def2/J DEFGRID3
* xyz 0 1
C 2.57 -2.83 0.80
O 1.29 -2.90 0.21
C 0.32 -1.98 0.53
C -0.76 -1.97 -0.34
C -1.80 -1.06 -0.21
C -1.76 -0.13 0.82
C -2.76 1.00 0.85
N -2.29 2.01 -0.08
C -2.71 2.03 -1.36
O -3.73 1.51 -1.75
C -1.77 2.76 -2.30
S -0.60 1.52 -2.98
C 0.46 1.31 -1.63
N 0.53 2.03 -0.52
N 1.52 1.50 0.19
N 2.05 0.52 -0.41
N 1.41 0.35 -1.57
C 1.72 -0.69 -2.50
C -0.70 -0.15 1.71
C 0.34 -1.07 1.60
O 1.38 -1.12 2.48
C 1.60 -0.01 3.32
H 2.54 -3.10 1.86
H 3.16 -3.57 0.26
H 3.01 -1.84 0.68
H -0.76 -2.69 -1.15
H -2.61 -1.06 -0.91
H -3.74 0.67 0.51
H -2.84 1.44 1.85
H -1.35 2.36 0.11
H -2.31 3.13 -3.17
H -1.19 3.54 -1.83
H 2.58 -0.41 -3.11
H 0.86 -0.85 -3.14
H 1.95 -1.59 -1.95
H -0.68 0.57 2.50
H 2.56 -0.19 3.80
H 0.83 0.07 4.10
H 1.65 0.92 2.74
*
```

Need the Löwdin charges? In units of e they are: -0.080 -0.088 -0.223 -0.007 -0.038 -0.217 -0.113 0.071 -0.592 0.052 -0.333 1.011 -0.625 0.021 -0.015 0.067 -0.147 -0.011 0.014 -0.217 -0.112 -0.079 0.092 0.093 0.081 0.122 0.117 0.125 0.122 0.097 0.086 0.081 0.100 0.079 0.088 0.113 0.096 0.092 0.078

---

(3)
DFT (ωB97M-V/def2-TZVPD) results for a molecular structure, C13H17NO4S in a non-equilibrium geometry.

Summary:
HOMO level ... -8.570 eV
Energy above the lowest of the compared OMol25 structures with the same formula, charge and spin ... 1093.4 kJ/mol
Molecular weight ... 283.349 g/mol
LUMO level ... 0.4 eV

```
! wB97M-V def2-TZVPD RIJCOSX def2/J DEFGRID3
* xyz 0 1
C -2.48 3.94 -1.18
H -2.85 3.67 -2.26
H -2.68 4.78 -0.92
H -3.00 3.19 -0.63
S -0.81 3.74 -1.33
C -0.60 2.10 -1.67
C 0.81 1.72 -1.70
H 0.93 0.44 -2.22
H 1.48 2.11 -2.63
C 1.58 1.62 -0.47
N 1.18 0.85 0.63
C 1.13 -0.46 0.48
O 1.28 -1.13 -0.43
O 0.47 -0.97 1.77
C 0.23 -2.39 1.68
C -1.13 -2.63 1.41
C -1.57 -2.73 -0.01
C -2.71 -3.03 -0.44
C -3.64 -3.57 0.42
C -3.36 -3.32 1.89
C -2.13 -3.03 2.13
H -1.81 -2.89 3.42
H -4.10 -3.62 2.57
H -4.60 -3.57 0.22
H -2.72 -3.32 -1.73
H -0.64 -2.65 -0.72
H 0.21 -2.52 2.82
H 1.13 -2.95 1.22
H 0.67 1.48 1.49
C 3.03 1.20 -0.57
O 3.78 1.13 -1.69
O 3.63 0.76 0.38
H 4.55 0.43 0.40
H 1.56 2.75 -0.21
H -1.09 1.98 -2.67
H -0.95 1.29 -0.85
*
```

Need the Löwdin charges? In units of e they are: -0.429 0.093 -0.079 0.048 0.872 -0.599 -0.300 0.219 0.173 -0.340 0.088 -0.520 0.178 -0.059 -0.188 -0.236 -0.080 -0.176 -0.012 -0.038 -0.159 0.193 0.086 0.042 0.196 0.144 0.135 0.172 0.278 -0.473 -0.036 0.189 0.196 0.178 0.099 0.147

---

(4)
DFT (ωB97M-V/def2-TZVPD) results for a molecular structure, C13H17NO6PS2W.

Summary:
HOMO level ... -11.791 eV
Energy above the lowest of the compared OMol25 structures with the same formula, charge and spin ... 162.3 kJ/mol
Molecular weight ... 562.228 g/mol
LUMO level ... -4.8 eV

```
! wB97M-V def2-TZVPD RIJCOSX def2/J DEFGRID3
* xyz 1 1
W 0.61 0.33 -0.83
O 1.67 3.34 1.70
C 1.22 2.75 0.78
O 1.30 1.40 0.61
C 0.48 3.36 -0.37
C 0.15 4.69 -0.58
C -0.57 5.00 -1.73
C -0.98 4.01 -2.62
C -0.63 2.71 -2.32
N 0.11 2.43 -1.25
C -0.96 1.46 -3.08
O -1.66 1.39 -4.04
O -0.35 0.39 -2.49
H 0.46 5.44 0.14
H -0.82 6.03 -1.93
H -1.56 4.22 -3.50
C -1.80 -3.61 -0.34
C -1.66 -2.25 -0.98
C -2.45 -1.18 -0.27
O -0.21 -1.82 -1.06
P 1.09 -2.34 -0.20
S 1.47 -4.11 0.26
S 2.37 -1.13 -1.29
O 0.72 -1.20 0.94
C 1.36 -1.03 2.29
C 0.73 -2.03 3.22
C 2.87 -1.11 2.20
H -2.86 -3.87 -0.39
H -1.50 -3.61 0.70
H -1.25 -4.38 -0.87
H -1.91 -2.30 -2.04
H -2.08 -1.04 0.75
H -3.48 -1.51 -0.20
H -2.43 -0.23 -0.80
H 1.06 -0.02 2.55
H 1.00 -3.05 2.96
H -0.35 -1.93 3.23
H 1.09 -1.84 4.23
H 3.21 -2.11 1.91
H 3.26 -0.90 3.19
H 3.28 -0.37 1.51
*
```

Need the Löwdin charges? In units of e they are: 1.501 0.206 -0.455 -0.233 -0.141 0.069 0.025 0.069 -0.141 0.023 -0.466 0.205 -0.221 0.142 0.131 0.142 -0.072 -0.367 -0.048 -0.478 -0.113 0.443 0.464 -0.467 -0.402 -0.037 -0.057 0.101 0.077 0.072 0.154 0.087 0.101 0.063 0.132 0.061 0.088 0.099 0.075 0.103 0.068

---

(5)
DFT (ωB97M-V/def2-TZVPD) results for 2 unconnected molecules or ions with the total composition C13H17NS in a non-equilibrium geometry.

Summary:
SMILES string ... CCCC(=C=N)c1ccccc1.C=CS
HOMO level ... -7.796 eV
Energy above the lowest of the compared OMol25 structures with the same formula, charge and spin ... 215.0 kJ/mol
Molecular weight ... 219.353 g/mol
LUMO level ... 0.8 eV

```
! wB97M-V def2-TZVPD RIJCOSX def2/J DEFGRID3
* xyz 0 1
C -3.39 2.36 1.01
C -2.45 1.70 -0.01
C -1.82 0.33 0.49
C -0.82 -0.19 -0.51
C -0.32 0.70 -1.36
N 0.05 1.31 -2.34
C -0.18 -1.51 -0.34
C -1.02 -2.67 -0.15
C -0.53 -3.94 -0.16
C 0.79 -4.13 -0.51
C 1.61 -3.02 -0.47
C 1.13 -1.74 -0.63
H -3.21 2.44 2.05
H -3.60 3.34 0.62
H -4.38 1.95 0.92
H -1.67 2.45 -0.16
H -3.07 1.68 -0.96
H -1.37 0.61 1.43
H -2.64 -0.35 0.62
H 0.77 1.97 -2.48
H -2.06 -2.53 0.01
H -1.07 -4.89 0.01
H 1.06 -5.15 -0.64
H 2.68 -3.06 -0.54
H 1.82 -1.04 -1.01
C 3.20 2.53 0.06
C 2.90 1.47 0.80
S 3.80 0.91 2.21
H 4.05 3.23 0.30
H 2.79 2.89 -0.81
H 2.15 0.75 0.54
H 4.80 1.60 2.02
*
```

Need the Löwdin charges? In units of e they are: -0.129 -0.240 -0.133 -0.204 -0.144 0.204 -0.168 -0.017 -0.102 -0.093 -0.075 -0.057 0.060 0.060 0.064 0.092 0.131 0.112 0.101 0.050 0.091 0.115 0.096 0.096 0.098 -0.078 -0.571 0.781 0.072 0.004 0.014 -0.229

---

(6)
DFT (ωB97M-V/def2-TZVPD) results for C13H17OP in the gas phase in a non-equilibrium geometry.

Summary:
SMILES string ... CC(C)(C)P(c1ccco1)C1C=CC=C1
HOMO level ... -8.268 eV
Energy above the lowest of the compared OMol25 structures with the same formula, charge and spin ... 303.8 kJ/mol
Molecular weight ... 220.252 g/mol
LUMO level ... 0.9 eV

```
! wB97M-V def2-TZVPD RIJCOSX def2/J DEFGRID3
* xyz 0 1
C 0.29 -1.89 1.39
C 0.26 -1.72 -0.10
C -0.96 -2.53 -0.72
C 1.60 -1.98 -0.77
P -0.23 -0.04 -0.83
C 1.31 0.84 -0.34
C 2.26 1.43 -1.17
C 3.10 2.21 -0.35
C 2.60 2.09 0.95
O 1.53 1.26 0.95
C -1.30 0.88 0.61
C -2.62 0.22 0.53
C -3.47 1.06 -0.12
C -2.84 2.34 -0.32
C -1.57 2.26 0.09
H 1.36 -1.58 1.64
H -0.52 -1.35 2.03
H 0.26 -2.91 1.74
H -0.66 -3.54 -0.81
H -1.22 -2.15 -1.64
H -1.76 -2.52 -0.09
H 1.66 -2.10 -1.77
H 2.39 -1.24 -0.44
H 2.13 -2.81 -0.47
H 2.24 1.26 -2.26
H 3.93 2.79 -0.76
H 2.87 2.55 1.91
H -0.82 0.66 1.57
H -2.88 -0.77 0.78
H -4.50 0.99 -0.55
H -3.42 3.09 -0.72
H -0.99 3.16 0.04
*
```

Need the Löwdin charges? In units of e they are: -0.092 -0.672 -0.101 -0.105 1.194 -0.471 -0.096 -0.076 -0.109 -0.049 -0.381 -0.142 -0.101 -0.106 -0.121 0.102 0.107 0.069 0.069 0.026 0.025 0.044 0.097 0.055 0.114 0.103 0.128 0.106 0.078 0.116 0.078 0.106

---

Question: The lowest HOMO level belongs to which entry?
Answer: C13H17NO6PS2W

---

Question: Look up the HOMO level of the second one.
Answer: -8.018 eV

---

Question: energy above the lowest of the compared OMol25 structures with the same formula, charge and spin of number 2 (C13H17N5O3S)?
Answer: 179.9 kJ/mol

---

Question: What is the LUMO level in the first record?
Answer: -0.7 eV